(1)
{"formula": "C4H9FN2O2", "method": "ωB97M-V/def2-TZVPD", "lumo_energy_ev": -0.15, "charge": 0, "elements": ["C", "C", "C", "C", "N", "N", "O", "O", "H", "H", "H", "H", "H", "H", "H", "H", "F", "H"], "coordinates": [[-1.95165, 0.25564, 0.84554], [-1.14144, -1.02456, 0.69155], [0.05013, -0.74189, -0.08461], [-0.15274, -0.29747, -1.53153], [1.13672, -0.65799, 0.56614], [2.36802, -0.39791, 0.12224], [3.14993, -1.30649, 0.01672], [2.60901, 0.74339, -0.23493], [-2.11240, 0.44640, -0.23381], [-2.73477, 0.05391, 1.51566], [-1.46760, 1.10831, 1.38356], [-1.00631, -1.57480, 1.64593], [-1.76433, -1.69286, 0.05161], [-0.24611, -1.11777, -2.15053], [-0.98016, 0.35434, -1.63510], [0.83408, 0.25793, -1.83435], [1.39675, 3.14337, 0.66954], [2.01287, 2.44845, 0.19637]]}

=====

(2)
{"formula": "C4H9FOS", "method": "ωB97M-V/def2-TZVPD", "lumo_energy_ev": 0.90, "charge": 0, "elements": ["C", "C", "C", "C", "O", "F", "S", "H", "H", "H", "H", "H", "H", "H", "H", "H"], "coordinates": [[-2.38341, 0.29574, 0.33757], [2.33359, -0.68685, -0.66007], [-0.89765, 0.67078, 0.36002], [1.93614, -0.06151, 0.68485], [-0.41983, -2.01991, 0.45852], [1.92302, 1.31212, 0.71626], [-0.06002, -0.79910, 1.15337], [-2.63630, -0.37438, -0.38298], [-2.86006, -0.00282, 1.19555], [-2.85423, 1.15392, 0.10438], [1.53537, -0.41777, -1.51026], [2.21333, -1.72884, -0.59406], [3.28358, -0.47665, -1.06765], [-0.79058, 1.51077, 1.13440], [-0.33463, 0.71979, -0.64751], [2.46196, -0.53234, 1.42049]]}

=====

In the order shown, the computed ΔE to the lowest compared entry with this formula, charge and spin values come out to 27.9, 42.8 kcal/mol.
In the order shown, the computed E_HOMO values come out to -10.9, -8.7 eV.